[1]
The following is a DFT calculation (wB97M-V/def2-TZVPD) of an isolated molecule of FH3NOP in a non-equilibrium geometry.

Properties
Multiplicity: 1
SMILES: NP(O)F
E: -15594.0437 eV

Geometry as XYZ:
```
7
Properties=species:S:1:pos:R:3:lowdin_charge:R:1
N 1.038 -0.156 0.068 -0.1962
P -0.100 -0.679 -1.136 0.7399
O -1.215 0.516 -0.825 -0.3388
F 0.929 0.032 -2.175 -0.3279
H 0.644 0.039 1.045 0.0752
H 1.784 -0.792 -0.032 -0.0120
H -0.806 1.270 -0.331 0.0598
```

=====

[2]
The following is a DFT calculation (wB97M-V/def2-TZVPD) of the ion FH3O3P with charge +1 in a non-equilibrium geometry.

Properties
Multiplicity: 1
Total charge: +1
E: -18191.6115 eV

Geometry as XYZ:
```
8
Properties=species:S:1:pos:R:3:lowdin_charge:R:1
O -0.784 -1.338 -0.336 0.0301
O -0.246 0.086 1.581 0.0092
O -0.356 1.083 -1.018 -0.0167
F 1.763 -0.170 -0.065 -0.2259
P -0.114 -0.029 0.046 0.7163
H -1.132 -1.500 -1.234 0.1662
H 0.446 0.196 2.244 0.1520
H 0.423 1.671 -1.216 0.1687
```

=====

[3]
The following is a DFT calculation (wB97M-V/def2-TZVPD) of an isolated molecule of FH3OSi in a non-equilibrium geometry.

Properties
Multiplicity: 1
SMILES: O[SiH2]F
E: -12692.4752 eV

Geometry as XYZ:
```
6
Properties=species:S:1:pos:R:3:lowdin_charge:R:1
O -0.797 0.996 0.171 -0.3026
Si 0.252 -0.228 -0.089 0.3838
F 1.688 0.498 0.160 -0.2402
H -1.967 0.724 0.045 0.2289
H 0.182 -1.296 1.053 -0.0175
H 0.642 -0.695 -1.340 -0.0523
```

=====

[4]
The following is a DFT calculation (wB97M-V/def2-TZVPD) of an isolated molecule of FH3P2S in a non-equilibrium geometry.

Properties
Multiplicity: 1
SMILES: F[PH]#[PH]S
E: -32178.9806 eV

Geometry as XYZ:
```
7
Properties=species:S:1:pos:R:3:lowdin_charge:R:1
F 1.575 -1.415 0.124 -0.5447
P 1.913 0.165 0.280 0.5430
P -0.242 0.764 0.558 0.2072
S -1.226 -1.101 0.400 0.2320
H 1.886 0.456 -1.187 -0.0953
H -0.218 0.675 1.927 -0.1872
H -1.852 -0.905 -0.858 -0.1549
```